Record 1
ORCA calculation (the ωB97M-V functional and the def2-TZVPD basis) on a molecular structure, C13H4BaI2N3OS2 at a distorted geometry.

Geometry (Å):
Ba -2.078 0.132 -0.238
I -0.467 5.434 -0.207
C 0.872 3.854 -0.177
C 2.254 4.112 -0.134
C 3.190 3.119 -0.106
I 5.215 3.635 -0.038
C 2.784 1.752 -0.122
C 3.654 0.643 -0.086
C 3.133 -0.622 -0.099
C 1.740 -0.782 -0.153
N 0.901 0.228 -0.191
C 1.400 1.483 -0.171
C 0.394 2.551 -0.194
O -0.826 2.180 -0.223
H 2.574 5.146 -0.121
H 4.722 0.808 -0.045
H 3.763 -1.499 -0.067
H 1.311 -1.778 -0.157
S -3.928 -1.984 -1.433
C -3.677 -2.765 0.119
S -2.562 -2.310 1.412
C -4.405 -3.924 0.341
C -5.319 -4.459 -0.605
N -6.080 -4.937 -1.327
C -4.299 -4.691 1.530
N -4.267 -5.326 2.492

* total charge: -1
* multiplicity: 1

Results of the Löwdin charge analysis, in e, for atoms 1 through 8: atom 1 (Ba): 1.603, atom 2 (I): 0.881, atom 3 (C): -0.676, atom 4 (C): -0.245, atom 5 (C): -0.682, atom 6 (I): 0.872, atom 7 (C): -0.216, atom 8 (C): -0.048

***

Record 2
ORCA calculation (the ωB97M-V functional and the def2-TZVPD basis) on a molecular structure, C13H4Cl5F6NO5RhSb at a distorted geometry.

Geometry (Å):
Rh -0.454 -0.400 0.980
Cl -1.957 6.571 0.670
C -1.415 5.055 1.096
C -1.071 4.136 0.045
Cl -1.258 4.594 -1.577
C -0.620 2.894 0.378
Cl -0.277 1.715 -0.771
C -0.461 2.512 1.793
O 0.025 1.445 2.117
C -0.902 3.473 2.836
Cl -0.787 2.975 4.418
C -1.335 4.726 2.477
Cl -1.781 5.864 3.657
O -2.288 0.114 1.586
C -2.811 -0.602 0.648
O -2.000 -1.037 -0.230
C -4.250 -0.890 0.614
C -4.744 -1.745 -0.367
C -6.098 -2.026 -0.406
C -6.916 -1.438 0.542
C -6.444 -0.591 1.530
C -5.089 -0.318 1.565
N -8.373 -1.727 0.501
O -8.760 -2.478 -0.364
O -9.063 -1.185 1.336
H -4.067 -2.189 -1.083
H -6.524 -2.687 -1.145
H -7.132 -0.171 2.247
H -4.678 0.325 2.330
F 1.024 -1.750 0.246
Sb 1.065 -2.993 1.854
F 0.782 -4.458 0.741
F 2.921 -3.071 1.743
F 0.899 -3.889 3.477
F 1.164 -1.270 2.738
F -0.848 -2.585 1.818

* total charge: +1
* expectation value of S²: 0.815
* ΔE to the lowest compared entry with this formula, charge and spin: 2.058 eV
* multiplicity: 2

Results of the Löwdin charge analysis, in e, for atoms 1 through 8: atom 1 (Rh): 1.130, atom 2 (Cl): 0.907, atom 3 (C): -0.610, atom 4 (C): -0.690, atom 5 (Cl): 0.808, atom 6 (C): -0.555, atom 7 (Cl): 0.935, atom 8 (C): -0.383

***

Record 3
ORCA calculation (the ωB97M-V functional and the def2-TZVPD basis) on a molecular structure, C13H4Cl5F6NO5RhSb.

Geometry (Å):
Rh 1.354 -0.921 0.044
Cl -1.529 -6.086 4.214
C -1.103 -5.066 2.951
C -0.229 -3.955 3.217
Cl 0.353 -3.695 4.789
C 0.113 -3.123 2.196
Cl 1.155 -1.766 2.466
C -0.373 -3.314 0.858
O -0.075 -2.552 -0.093
C -1.259 -4.442 0.624
Cl -1.827 -4.652 -0.946
C -1.607 -5.292 1.656
Cl -2.647 -6.609 1.368
O 0.872 1.080 0.554
C 0.046 1.177 -0.412
O -0.105 0.109 -1.103
C -0.678 2.405 -0.716
C -1.569 2.418 -1.789
C -2.240 3.586 -2.099
C -1.995 4.704 -1.322
C -1.116 4.715 -0.254
C -0.446 3.545 0.052
N -2.711 5.962 -1.656
O -3.465 5.931 -2.602
O -2.478 6.927 -0.963
H -1.725 1.522 -2.373
H -2.936 3.646 -2.921
H -0.967 5.624 0.309
H 0.257 3.511 0.872
F 2.867 -2.126 -0.897
Sb 4.314 -0.727 -1.059
F 3.443 -0.341 0.663
F 5.467 -1.908 -0.224
F 5.396 0.764 -0.981
F 4.694 -1.289 -2.778
F 2.750 0.234 -1.644

* total charge: +1
* expectation value of S²: 8.787
* ΔE to the lowest compared entry with this formula, charge and spin: 0.050 eV
* multiplicity: 6

Results of the Löwdin charge analysis, in e, for atoms 1 through 8: atom 1 (Rh): 1.398, atom 2 (Cl): 0.838, atom 3 (C): -0.656, atom 4 (C): -0.680, atom 5 (Cl): 0.802, atom 6 (C): -0.542, atom 7 (Cl): 0.857, atom 8 (C): -0.397

***

Record 4
ORCA calculation (the ωB97M-V functional and the def2-TZVPD basis) on a molecular structure, C13H4Cl5O3SSn.

Geometry (Å):
Sn 0.012 -2.110 -2.007
O 3.551 -0.096 -1.069
C 2.625 -0.803 -0.776
O 1.798 -1.284 -1.674
C 2.426 -1.164 0.691
C 3.512 -0.880 1.492
C 3.512 -1.133 2.865
C 2.389 -1.670 3.489
C 1.284 -1.953 2.730
C 1.267 -1.725 1.319
S -0.216 -2.156 0.613
H 4.380 -0.445 1.018
H 4.396 -0.901 3.444
H 2.384 -1.860 4.553
H 0.393 -2.365 3.184
Cl -5.145 3.655 -1.471
C -3.851 2.585 -1.577
C -4.088 1.186 -1.419
Cl -5.669 0.627 -1.125
C -3.043 0.311 -1.502
Cl -3.262 -1.374 -1.325
C -1.698 0.778 -1.751
O -0.720 0.006 -1.832
C -1.491 2.208 -1.899
Cl 0.096 2.724 -2.173
C -2.547 3.081 -1.813
Cl -2.297 4.758 -1.987

* total charge: +1
* ΔE to the lowest compared entry with this formula, charge and spin: 0.000 eV
* multiplicity: 1

Results of the Löwdin charge analysis, in e, for atoms 1 through 8: atom 1 (Sn): 1.181, atom 2 (O): 0.126, atom 3 (C): -0.553, atom 4 (O): -0.315, atom 5 (C): -0.097, atom 6 (C): 0.017, atom 7 (C): 0.009, atom 8 (C): -0.039

***

Calculated values (a.u.) of E for the records, taken in order: -2154.747968; -4179.354488; -4179.361106; -3636.721607.